ORCA calculation (ωB97M-V with the def2-TZVPD basis set) on a molecular structure, C36H38BrCaN8SSeSi2.

The geometry in ORCA input format:
```
! RIJCOSX wB97M-V def2-TZVPD def2/J DEFGRID3
* xyz 1 1
Ca 0.26 -0.53 0.30
C -3.60 -0.77 1.75
Si -2.95 -2.36 0.90
C -4.53 -3.27 0.32
C -2.13 -3.49 2.21
C -1.66 -1.88 -0.41
C -0.68 -2.95 -0.64
C -1.01 -4.22 -1.15
C -0.02 -5.14 -1.39
C 1.30 -4.81 -1.10
C 1.55 -3.56 -0.57
N 0.59 -2.66 -0.35
Si -2.44 -1.35 -2.06
C -0.99 -0.97 -3.25
C -3.54 0.18 -1.77
C -3.54 -2.60 -3.02
H -3.82 -0.95 2.80
H -4.52 -0.43 1.28
H -2.88 0.06 1.70
H -5.17 -3.52 1.17
H -4.31 -4.20 -0.19
H -5.12 -2.65 -0.35
H -2.87 -3.87 2.90
H -1.38 -2.95 2.79
H -1.64 -4.34 1.75
H -2.04 -4.45 -1.35
H -0.26 -6.11 -1.80
H 2.11 -5.50 -1.28
H 2.55 -3.24 -0.31
H -0.23 -0.37 -2.76
H -1.33 -0.44 -4.13
H -0.52 -1.89 -3.58
H -3.26 0.74 -0.89
H -4.58 -0.11 -1.65
H -3.50 0.86 -2.62
H -3.00 -3.50 -3.29
H -3.90 -2.16 -3.94
H -4.41 -2.90 -2.45
S 8.42 0.81 0.20
N 7.49 0.21 1.37
C 6.24 0.16 0.93
C 5.10 -0.33 1.65
C 5.20 -0.88 2.94
C 4.06 -1.40 3.51
C 2.86 -1.35 2.80
N 2.74 -0.80 1.61
C 3.84 -0.30 1.02
C 3.69 0.27 -0.31
N 2.46 0.35 -0.83
C 2.32 0.83 -2.05
C 3.38 1.24 -2.86
C 4.66 1.19 -2.34
C 4.83 0.70 -1.04
C 6.11 0.65 -0.40
N 7.27 1.04 -0.91
H 6.15 -0.88 3.43
H 4.09 -1.85 4.49
H 1.96 -1.79 3.21
H 1.30 0.91 -2.41
H 3.20 1.60 -3.86
H 5.52 1.51 -2.91
C 0.55 5.42 3.42
C 0.25 3.97 3.56
C -0.64 3.51 4.54
C -0.90 2.16 4.64
C -0.27 1.32 3.74
Br -0.53 -0.56 3.84
N 0.54 1.72 2.78
C 0.80 3.02 2.70
H 0.27 5.96 4.32
H -0.03 5.83 2.58
H 1.60 5.59 3.21
H -1.12 4.21 5.20
H -1.57 1.76 5.40
H 1.49 3.31 1.91
Se -1.40 2.25 0.54
N -0.62 1.95 -0.99
C -1.24 2.67 -1.93
C -0.97 2.67 -3.31
C -1.76 3.39 -4.15
C -2.83 4.17 -3.67
C -3.10 4.24 -2.33
C -2.33 3.48 -1.44
N -2.53 3.39 -0.12
H -0.16 2.06 -3.70
H -1.60 3.35 -5.22
H -3.44 4.71 -4.37
H -3.91 4.84 -1.94
*
```

Summary:
relative energy (zero: lowest compared OMol25 entry of this formula, charge and spin)	39.7	kcal/mol
DFT total energy	-230287.197	eV
LUMO energy	-3.39	eV
E_HOMO	-9.8133	eV
gap between HOMO and LUMO	6.4241	eV

What are the Löwdin partial charges on each atom? They are as follows, in elementary charge units: Ca 1.202; C -0.197; Si 0.476; C -0.178; C -0.174; C -0.477; C -0.482; C -0.033; C -0.038; C -0.057; C -0.138; N -0.075; Si 0.491; C -0.162; C -0.158; C -0.167; H 0.023; H 0.027; H -0.052; H 0.030; H 0.023; H 0.013; H 0.032; H -0.046; H 0.026; H 0.104; H 0.115; H 0.104; H 0.105; H -0.026; H 0.030; H 0.035; H -0.022; H 0.034; H 0.026; H 0.019; H 0.032; H 0.006; S 1.052; N -0.220; C -0.297; C -0.078; C 0.025; C -0.016; C -0.138; N 0.075; C -0.148; C -0.141; N 0.049; C -0.127; C -0.012; C 0.028; C -0.075; C -0.298; N -0.220; H 0.125; H 0.113; H 0.063; H 0.057; H 0.115; H 0.126; C -0.034; C -0.252; C 0.003; C -0.076; C -0.748; Br 0.861; N -0.038; C -0.159; H 0.085; H 0.092; H 0.089; H 0.126; H 0.112; H 0.126; Se 1.177; N -0.248; C -0.375; C -0.027; C -0.054; C -0.055; C -0.005; C -0.379; N -0.197; H 0.100; H 0.113; H 0.112; H 0.120